Record 1
The following is a DFT calculation (the ωB97M-V functional and the def2-TZVPD basis) of a molecular structure, C4H6O2.

Structure (XYZ):
```
12
Properties=species:S:1:pos:R:3:nbo_charge:R:1
O -1.847 -0.748 0.576 -0.60
C -0.620 -0.737 0.973 0.52
C 0.681 -0.536 0.265 -0.03
C 0.507 0.116 -1.078 -0.49
C -0.126 1.205 -0.196 -0.34
O 0.885 0.705 0.935 -0.54
H -0.535 -1.041 2.017 0.19
H 1.416 -1.322 0.486 0.20
H -0.109 -0.393 -1.829 0.19
H 1.497 0.348 -1.499 0.20
H -1.834 -0.141 -0.210 0.53
H 0.136 2.242 -0.431 0.16
```

The calculation puts the electronic energy at -8333.923 eV. The spin multiplicity is 1. For the HOMO-LUMO gap (alpha / beta), the calculation gives 6.8 / 6.8 eV. As for the total charge: 0. The calculation puts the energy above the lowest of the compared OMol25 structures with the same formula, charge and spin at 6.5383 eV. The value obtained for the LUMO energy (alpha / beta) is -0.411 / -0.413 eV.

***

Record 2
The following is a DFT calculation (the ωB97M-V functional and the def2-TZVPD basis) of C4H6O2 in the gas phase.

Structure (XYZ):
```
12
Properties=species:S:1:pos:R:3:nbo_charge:R:1
C 0.926 1.731 -0.074 -0.72
C 0.481 0.436 0.551 0.50
O 0.683 0.111 1.699 -0.50
C -0.251 -0.511 -0.430 0.49
C -1.023 -1.697 0.081 -0.73
O -0.171 -0.265 -1.614 -0.51
H 1.477 2.333 0.648 0.23
H 1.536 1.528 -0.959 0.25
H 0.049 2.281 -0.431 0.24
H -2.086 -1.430 0.136 0.25
H -0.926 -2.482 -0.672 0.24
H -0.695 -2.034 1.066 0.25
```

The calculation puts the electronic energy at -8339.858 eV. The spin multiplicity is 1. For the HOMO-LUMO gap, the calculation gives 9.4 eV. As for the total charge: 0. The calculation puts the energy above the lowest of the compared OMol25 structures with the same formula, charge and spin at 0.6029 eV. The value obtained for the LUMO energy is -0.166 eV.

***

Record 3
The following is a DFT calculation (the ωB97M-V functional and the def2-TZVPD basis) of C4H6O2 in the gas phase.

Structure (XYZ):
```
12
Properties=species:S:1:pos:R:3:nbo_charge:R:1
C 1.751 0.430 -0.375 -0.72
C 0.309 0.651 0.046 0.60
O -0.168 1.762 0.154 -0.54
C -0.527 -0.586 0.326 -0.63
C -2.014 -0.412 0.101 0.45
O -2.677 -1.258 -0.446 -0.51
H 1.921 -0.545 -0.840 0.22
H 2.431 0.503 0.483 0.25
H 2.014 1.222 -1.077 0.25
H -0.188 -1.448 -0.249 0.24
H -0.391 -0.841 1.385 0.26
H -2.460 0.523 0.492 0.13
```

The calculation puts the electronic energy at -8339.655 eV. The spin multiplicity is 1. For the HOMO-LUMO gap, the calculation gives 10.6 eV. As for the total charge: 0. The calculation puts the energy above the lowest of the compared OMol25 structures with the same formula, charge and spin at 0.8060 eV. The value obtained for the LUMO energy is 0.757 eV.

***

Record 4
The following is a DFT calculation (the ωB97M-V functional and the def2-TZVPD basis) of C4H6O2 in the gas phase.

Structure (XYZ):
```
12
Properties=species:S:1:pos:R:3:nbo_charge:R:1
C -1.266 -0.283 -0.357 -0.61
C 0.244 -0.112 -0.330 -0.45
C 0.610 1.353 -0.114 0.46
O 1.738 1.764 -0.007 -0.50
C 0.897 -0.927 0.779 0.45
O 0.266 -1.568 1.581 -0.51
H -1.555 -1.334 -0.417 0.23
H -1.693 0.122 0.567 0.22
H -1.702 0.255 -1.204 0.21
H 0.724 -0.419 -1.272 0.25
H -0.267 2.032 -0.035 0.12
H 2.003 -0.884 0.810 0.13
```

The calculation puts the electronic energy at -8339.410 eV. The spin multiplicity is 1. For the HOMO-LUMO gap, the calculation gives 10.6 eV. As for the total charge: 0. The calculation puts the energy above the lowest of the compared OMol25 structures with the same formula, charge and spin at 1.0516 eV. The value obtained for the LUMO energy is 0.572 eV.

***

Record 5
The following is a DFT calculation (the ωB97M-V functional and the def2-TZVPD basis) of C4H6O2 in the gas phase.

Structure (XYZ):
```
12
Properties=species:S:1:pos:R:3:nbo_charge:R:1
C 1.196 0.635 -0.444 -0.63
C 0.002 -0.045 0.177 0.09
C -0.069 -1.537 0.067 0.42
O 0.529 -2.170 -0.768 -0.51
C -1.308 0.616 0.301 -0.09
O -0.474 0.447 1.428 -0.47
H 1.072 0.732 -1.526 0.23
H 1.324 1.628 -0.006 0.23
H 2.104 0.052 -0.265 0.23
H -0.741 -2.014 0.812 0.12
H -1.411 1.630 -0.085 0.19
H -2.225 0.025 0.309 0.19
```

The calculation puts the electronic energy at -8338.686 eV. The spin multiplicity is 1. For the HOMO-LUMO gap, the calculation gives 11.0 eV. As for the total charge: 0. The calculation puts the energy above the lowest of the compared OMol25 structures with the same formula, charge and spin at 1.7751 eV. The value obtained for the LUMO energy is 0.866 eV.

***

Record 6
The following is a DFT calculation (the ωB97M-V functional and the def2-TZVPD basis) of C4H6O2 in the gas phase.

Structure (XYZ):
```
12
Properties=species:S:1:pos:R:3:nbo_charge:R:1
O -1.824 0.556 -0.038 -0.71
C -0.745 -0.301 -0.385 0.03
C 0.036 -0.810 0.803 -0.38
C 1.072 0.006 1.003 0.16
O 1.313 0.860 -0.024 -0.49
C 0.403 0.417 -1.092 -0.10
H -1.603 0.974 0.804 0.47
H -1.197 -1.111 -0.965 0.19
H -0.195 -1.687 1.381 0.23
H 1.691 0.090 1.894 0.21
H 0.897 -0.320 -1.746 0.19
H 0.151 1.325 -1.635 0.21
```

The calculation puts the electronic energy at -8338.942 eV. The spin multiplicity is 1. For the HOMO-LUMO gap, the calculation gives 10.0 eV. As for the total charge: 0. The calculation puts the energy above the lowest of the compared OMol25 structures with the same formula, charge and spin at 1.5188 eV. The value obtained for the LUMO energy is 0.936 eV.

***

Record 7
The following is a DFT calculation (the ωB97M-V functional and the def2-TZVPD basis) of a molecular structure, C4H6O2 in a non-equilibrium geometry.

Structure (XYZ):
```
12
Properties=species:S:1:pos:R:3:nbo_charge:R:1
O -0.068 0.708 -1.909 -0.71
C -0.086 -0.543 -1.679 0.85
O -0.825 -1.338 -2.171 -0.57
H -0.268 1.327 -0.817 0.50
C 0.303 -0.038 1.127 0.02
C 0.537 -1.012 0.090 -0.63
C -0.429 1.135 0.922 -0.64
H 0.989 -0.063 1.982 0.20
H -0.066 -1.917 0.217 0.26
H 1.600 -1.241 -0.068 0.24
H -1.500 0.987 0.749 0.26
H -0.187 1.994 1.557 0.22
```

The calculation puts the electronic energy at -8336.204 eV. The spin multiplicity is 1. For the HOMO-LUMO gap (alpha / beta), the calculation gives 8.6 / 8.6 eV. As for the total charge: 0. The calculation puts the energy above the lowest of the compared OMol25 structures with the same formula, charge and spin at 4.2575 eV. The value obtained for the LUMO energy (alpha / beta) is -0.812 / -0.812 eV.

***

Record 8
The following is a DFT calculation (the ωB97M-V functional and the def2-TZVPD basis) of a molecular structure, C4H6O2.

Structure (XYZ):
```
12
Properties=species:S:1:pos:R:3:nbo_charge:R:1
O -0.101 1.564 1.526 -0.64
C -0.800 1.259 0.469 0.19
C -0.618 -0.119 -0.089 -0.41
C 0.381 -0.139 -1.272 -0.03
O 1.323 -0.905 -0.520 -0.53
C 0.425 -1.010 0.597 -0.06
H -0.784 2.376 1.043 0.50
H -1.593 -0.562 -0.308 0.24
H 0.023 -0.671 -2.162 0.18
H 0.781 0.838 -1.570 0.18
H 0.855 -0.587 1.512 0.20
H 0.108 -2.044 0.774 0.18
```

The calculation puts the electronic energy at -8334.969 eV. The spin multiplicity is 1. For the HOMO-LUMO gap, the calculation gives 9.6 eV. As for the total charge: 0. The calculation puts the energy above the lowest of the compared OMol25 structures with the same formula, charge and spin at 5.4925 eV. The value obtained for the LUMO energy is 0.667 eV.

***

Record 9
The following is a DFT calculation (the ωB97M-V functional and the def2-TZVPD basis) of 2 unconnected molecules or ions with the total composition C4H6O2 in a non-equilibrium geometry.

Structure (XYZ):
```
12
Properties=species:S:1:pos:R:3:nbo_charge:R:1
C -0.633 -0.381 -1.121 -0.64
C -0.599 0.148 0.292 0.05
C -0.093 -0.686 1.376 -0.11
O 0.606 0.482 1.032 -0.51
C 1.936 1.340 -0.927 0.50
O 2.350 2.142 -0.244 -0.50
H -1.608 -0.883 -1.162 0.22
H -0.591 0.392 -1.897 0.22
H 0.153 -1.115 -1.326 0.22
H -1.396 0.862 0.506 0.19
H 0.455 -1.591 1.131 0.18
H -0.580 -0.707 2.341 0.18
```

The calculation puts the electronic energy at -8338.372 eV. The spin multiplicity is 1. For the HOMO-LUMO gap, the calculation gives 11.5 eV. As for the total charge: 0. The calculation puts the energy above the lowest of the compared OMol25 structures with the same formula, charge and spin at 2.0889 eV. The value obtained for the LUMO energy is 1.144 eV.

***

Please write out number 3 again, unchanged.
The following is a DFT calculation (the ωB97M-V functional and the def2-TZVPD basis) of C4H6O2 in the gas phase.

Structure (XYZ):
```
12
Properties=species:S:1:pos:R:3:nbo_charge:R:1
C 1.751 0.430 -0.375 -0.72
C 0.309 0.651 0.046 0.60
O -0.168 1.762 0.154 -0.54
C -0.527 -0.586 0.326 -0.63
C -2.014 -0.412 0.101 0.45
O -2.677 -1.258 -0.446 -0.51
H 1.921 -0.545 -0.840 0.22
H 2.431 0.503 0.483 0.25
H 2.014 1.222 -1.077 0.25
H -0.188 -1.448 -0.249 0.24
H -0.391 -0.841 1.385 0.26
H -2.460 0.523 0.492 0.13
```

The calculation puts the electronic energy at -8339.655 eV. The spin multiplicity is 1. For the HOMO-LUMO gap, the calculation gives 10.6 eV. As for the total charge: 0. The calculation puts the energy above the lowest of the compared OMol25 structures with the same formula, charge and spin at 0.8060 eV. The value obtained for the LUMO energy is 0.757 eV.

***

Among the records above, which one has the lowest energy above the lowest of the compared OMol25 structures with the same formula, charge and spin? number 2